[1]
C60H144FN13O32S2 | ωB97M-V with the def2-TZVPD basis set

```
252
Properties=species:S:1:pos:R:3:mulliken_charge:R:1
N 17.13 -27.55 21.39 1.317
H 16.47 -27.26 22.10 -0.415
H 16.95 -28.50 21.11 0.307
H 18.11 -27.59 21.66 0.116
H 16.98 -26.92 20.61 0.473
N 14.23 -24.70 18.71 0.569
H 14.92 -25.43 18.75 0.593
H 14.76 -23.84 18.68 -0.278
H 13.65 -24.73 19.54 -0.258
H 13.65 -24.70 17.89 0.311
N 13.57 -21.18 20.18 1.705
H 13.73 -22.07 19.72 -0.177
H 14.48 -20.76 20.10 0.363
H 13.40 -21.43 21.14 -0.372
H 12.84 -20.70 19.66 0.030
N 18.01 -23.28 22.29 1.813
H 18.60 -24.09 22.30 -0.118
H 17.46 -23.25 21.44 0.358
H 18.70 -22.55 22.35 0.008
H 17.42 -23.26 23.11 -0.455
N 18.92 -26.11 25.48 2.682
H 19.02 -25.68 26.39 -0.317
H 18.98 -27.09 25.68 0.153
H 19.36 -25.79 24.62 -0.104
H 17.98 -25.90 25.19 -0.202
S 20.13 -26.11 22.19 0.296
O 21.45 -26.12 21.60 -0.785
O 19.29 -25.39 21.31 -0.469
O 19.60 -27.47 22.43 -0.747
O 20.15 -25.34 23.41 -0.704
S 16.42 -22.07 19.10 1.085
O 16.77 -23.07 20.12 -1.119
O 15.10 -22.41 18.56 -0.728
O 16.29 -20.78 19.69 -0.923
O 17.39 -22.20 18.06 -0.855
F 16.25 -26.31 18.95 -1.072
C 14.05 -25.44 22.42 -1.128
C 13.53 -24.04 22.04 0.675
C 14.11 -22.80 22.98 1.131
O 13.64 -21.71 22.81 -1.224
C 15.14 -23.19 23.86 -0.018
C 15.65 -24.46 24.04 -0.208
C 15.10 -25.61 23.23 0.287
O 15.38 -26.87 23.42 -1.300
O 16.74 -24.53 24.75 -0.737
O 12.95 -23.77 21.03 -0.783
H 13.44 -26.11 21.84 0.069
H 15.58 -22.40 24.44 0.417
C 21.63 -21.75 22.75 -0.426
C 22.85 -22.23 22.34 0.515
C 23.14 -22.35 20.89 0.545
O 24.11 -23.04 20.36 -0.858
C 22.21 -21.88 19.96 -1.101
C 21.01 -21.11 20.37 0.458
C 20.52 -21.28 21.86 0.748
O 19.37 -21.17 22.20 -1.239
O 20.23 -20.48 19.62 -0.703
O 23.64 -22.52 23.32 -0.896
H 21.32 -21.48 23.74 0.041
H 22.40 -22.06 18.91 0.250
C 14.09 -16.47 23.07 -0.947
O 14.95 -17.59 23.51 -0.248
C 15.03 -18.65 22.47 -0.079
C 16.27 -19.53 22.99 0.981
N 17.56 -19.08 22.55 0.462
C 18.17 -17.87 23.09 -0.481
C 19.52 -17.41 22.50 -0.545
O 19.45 -17.19 21.08 -0.256
C 20.71 -16.89 20.55 -0.764
H 13.05 -16.78 23.15 0.280
H 14.28 -16.09 22.07 0.274
H 14.19 -15.73 23.86 0.298
H 15.33 -18.27 21.49 0.471
H 14.06 -19.13 22.42 -0.115
H 16.23 -20.50 22.50 -0.490
H 16.24 -19.81 24.04 -0.298
H 18.21 -19.85 22.47 -0.133
H 18.15 -17.98 24.17 0.190
H 17.45 -17.07 22.98 0.239
H 20.27 -18.18 22.68 0.307
H 19.83 -16.52 23.05 0.424
H 21.22 -16.19 21.21 0.351
H 20.56 -16.44 19.57 0.221
H 21.36 -17.76 20.50 0.242
C 13.98 -27.87 26.83 -0.114
O 14.72 -27.60 27.93 -0.402
C 15.32 -26.26 28.08 0.794
C 16.54 -26.13 29.11 -1.159
N 17.75 -26.72 28.52 0.757
C 19.09 -26.43 29.08 -0.388
C 19.34 -24.91 28.92 -1.259
O 19.46 -24.53 27.60 -0.270
C 19.15 -23.20 27.42 -1.530
H 13.33 -28.73 26.99 0.329
H 14.68 -28.00 26.01 0.275
H 13.21 -27.11 26.71 -0.251
H 14.58 -25.49 28.27 -0.227
H 15.70 -25.89 27.13 -0.230
H 16.28 -26.57 30.07 0.439
H 16.58 -25.11 29.49 0.386
H 17.60 -27.72 28.57 -0.055
H 19.74 -26.95 28.37 -0.212
H 19.18 -26.67 30.14 0.471
H 20.40 -24.88 29.18 0.494
H 18.67 -24.36 29.59 0.495
H 19.66 -22.52 28.10 0.433
H 18.14 -22.82 27.61 0.395
H 19.39 -22.96 26.38 0.545
C 13.67 -21.20 30.23 -0.733
O 13.41 -22.54 29.65 -0.087
C 12.00 -22.90 29.87 -0.937
C 11.65 -24.25 29.18 -0.402
N 11.12 -24.13 27.81 -0.422
C 12.08 -23.68 26.84 -0.449
C 11.91 -24.48 25.55 0.764
O 11.12 -25.65 25.70 -0.588
C 11.02 -26.44 24.49 -0.574
H 13.31 -21.14 31.26 0.435
H 13.06 -20.56 29.60 0.411
H 14.72 -20.92 30.19 -0.069
H 11.22 -22.24 29.48 0.419
H 11.76 -22.84 30.94 0.534
H 10.88 -24.61 29.86 0.446
H 12.42 -25.02 29.19 0.124
H 10.64 -24.94 27.45 0.328
H 13.11 -23.93 27.12 -0.164
H 12.02 -22.59 26.76 0.300
H 12.91 -24.69 25.16 -0.444
H 11.50 -23.79 24.82 0.511
H 11.96 -26.76 24.05 0.088
H 10.48 -25.84 23.76 0.319
H 10.63 -27.42 24.77 0.352
C 16.43 -30.70 24.08 -0.186
O 17.59 -31.44 23.59 -0.490
C 18.18 -31.13 22.37 0.101
C 17.16 -31.32 21.17 -1.062
N 16.37 -30.18 20.90 -0.245
C 15.85 -30.11 19.52 -1.271
C 14.70 -29.13 19.55 0.242
O 13.75 -29.86 20.31 -0.498
C 12.64 -29.05 20.80 -0.404
H 16.64 -29.73 24.55 0.000
H 15.91 -31.31 24.81 0.313
H 15.65 -30.59 23.33 0.163
H 19.03 -31.76 22.12 0.423
H 18.43 -30.07 22.30 -0.135
H 16.72 -32.31 21.28 0.185
H 17.78 -31.45 20.28 0.617
H 15.49 -30.31 21.37 -0.033
H 15.50 -31.06 19.11 0.482
H 16.57 -29.99 18.71 0.565
H 14.39 -28.92 18.53 0.358
H 14.99 -28.25 20.13 -0.065
H 13.10 -28.48 21.61 0.075
H 11.96 -29.77 21.26 0.293
H 12.08 -28.48 20.06 0.215
C 23.58 -25.33 27.13 -0.515
O 23.12 -26.32 26.21 -0.371
C 22.04 -27.07 26.67 0.859
C 21.51 -28.03 25.58 -1.177
N 20.14 -28.59 25.72 0.189
C 20.04 -29.60 26.83 -1.149
C 18.71 -30.21 27.02 -0.778
O 17.73 -29.46 27.74 -0.359
C 16.45 -30.19 27.90 -0.690
H 24.04 -24.56 26.52 0.307
H 24.30 -25.72 27.85 0.239
H 22.69 -24.92 27.61 0.082
H 21.27 -26.30 26.78 -0.386
H 22.14 -27.63 27.59 0.298
H 22.24 -28.82 25.43 0.524
H 21.53 -27.66 24.56 0.116
H 19.79 -28.91 24.83 -0.046
H 20.55 -29.28 27.73 0.503
H 20.76 -30.35 26.49 0.523
H 19.04 -30.99 27.71 0.434
H 18.40 -30.77 26.13 0.486
H 16.67 -31.24 28.04 0.462
H 15.89 -30.12 26.97 -0.013
H 15.83 -29.91 28.75 0.248
C 12.36 -20.63 14.71 -0.570
O 13.40 -21.68 14.73 -0.511
C 13.45 -22.49 15.86 -0.521
C 12.08 -23.29 16.16 -0.483
N 12.16 -24.70 16.61 -0.299
C 10.97 -25.14 17.35 -0.204
C 9.58 -24.81 16.78 -0.511
O 8.68 -25.63 17.57 -0.293
C 7.48 -25.72 16.87 -0.971
H 11.49 -20.73 14.06 0.281
H 12.93 -19.74 14.44 0.353
H 12.05 -20.34 15.71 0.065
H 13.74 -21.86 16.70 0.256
H 14.33 -23.13 15.79 0.444
H 11.50 -23.25 15.24 0.390
H 11.58 -22.53 16.76 0.170
H 12.48 -25.42 15.97 0.226
H 11.11 -24.53 18.24 -0.315
H 11.15 -26.12 17.78 0.499
H 9.54 -25.06 15.72 0.551
H 9.47 -23.73 16.94 0.301
H 6.70 -26.02 17.57 0.294
H 7.44 -26.44 16.06 0.349
H 7.06 -24.80 16.44 0.358
C 8.28 -23.44 19.68 -0.746
O 8.84 -22.16 19.91 -0.433
C 10.17 -22.02 20.44 -0.010
C 10.65 -20.52 20.77 -1.357
N 11.25 -19.72 19.70 -0.381
C 11.65 -18.38 20.24 -0.518
C 12.11 -17.47 19.08 -0.840
O 11.14 -17.43 18.05 -0.309
C 11.52 -16.59 16.96 -0.861
H 7.35 -23.22 19.16 0.162
H 8.12 -23.80 20.70 0.388
H 8.91 -24.24 19.29 0.379
H 10.88 -22.44 19.73 -0.200
H 10.34 -22.60 21.34 0.299
H 11.22 -20.44 21.70 0.461
H 9.80 -19.85 20.91 0.905
H 10.46 -19.62 19.07 0.346
H 12.39 -18.43 21.03 0.241
H 10.78 -17.81 20.55 0.517
H 13.04 -17.83 18.65 0.441
H 12.24 -16.49 19.54 0.448
H 12.40 -16.74 16.33 0.322
H 11.61 -15.54 17.26 0.340
H 10.65 -16.62 16.31 0.287
C 15.74 -20.51 26.46 -0.820
O 16.11 -19.51 27.42 -0.425
C 17.05 -19.95 28.34 -0.618
C 17.57 -18.98 29.47 -0.739
N 16.48 -18.70 30.44 -0.387
C 15.84 -17.40 30.13 -0.312
C 14.76 -17.16 31.21 -0.582
O 13.54 -16.73 30.61 -0.411
C 13.65 -15.48 29.85 -0.765
H 14.97 -20.15 25.77 0.408
H 15.40 -21.42 26.94 0.509
H 16.66 -20.84 25.97 0.307
H 17.95 -20.42 27.95 0.470
H 16.68 -20.82 28.88 0.408
H 18.02 -18.07 29.09 0.346
H 18.34 -19.55 29.98 0.359
H 15.78 -19.33 30.06 -0.126
H 15.47 -17.47 29.11 0.326
H 16.49 -16.53 30.14 0.358
H 15.18 -16.38 31.84 0.304
H 14.63 -18.07 31.80 0.473
H 12.71 -14.92 29.83 0.280
H 13.83 -15.77 28.81 0.293
H 14.43 -14.76 30.08 0.321
```

As for the LUMO energy: 5.1708 eV. Its spin multiplicity is 1. As for the net charge: -4.

=====

[2]
C21H25NO3S | ωB97M-V with the def2-TZVPD basis set

```
51
Properties=species:S:1:pos:R:3:mulliken_charge:R:1
C 3.55 0.20 -2.56 -1.107
H 3.19 1.15 -2.89 0.368
O 2.96 -0.38 -1.66 -0.421
C 2.76 0.07 -0.42 -0.100
C 3.26 1.17 -0.23 0.304
C 3.06 1.74 1.27 -0.494
C 2.41 0.96 2.36 -1.633
C 1.95 -0.15 1.76 0.663
C 1.99 -0.63 0.49 0.770
C 1.51 -2.04 0.18 -1.356
N 0.21 -2.15 0.96 -0.263
C -0.94 -1.33 0.66 -0.794
C -1.49 -1.70 -0.73 0.753
C -2.66 -0.47 -0.67 -0.055
O -3.77 -0.91 -1.26 -0.694
C -2.54 0.76 0.02 -0.087
C -3.39 1.03 0.87 -0.364
C -3.34 2.33 1.59 -0.673
C -2.10 3.29 1.22 -0.394
C -1.29 2.87 0.46 -1.151
C -1.43 1.64 -0.47 0.995
S -0.36 1.32 -1.50 0.221
C 0.55 2.93 -1.99 -1.477
H 0.98 2.72 -2.83 0.695
H -0.20 3.76 -2.38 0.371
H 1.37 3.09 -1.29 0.332
H -0.40 3.29 0.18 0.651
H -2.04 4.27 1.80 0.297
H -4.14 2.63 2.34 0.326
H -4.24 0.50 1.05 0.629
H -0.77 -1.11 -1.43 -0.013
C -2.00 -2.98 -1.00 -1.177
C -0.77 -3.88 -0.66 -1.066
C -0.19 -3.85 0.68 -0.820
H 0.65 -4.45 0.84 0.420
H -0.87 -3.75 1.51 0.423
H -1.12 -4.95 -0.94 0.378
H -0.05 -3.74 -1.19 0.759
H -2.39 -3.00 -1.86 0.736
H -2.88 -3.07 -0.07 0.286
H -0.39 -0.49 1.09 0.613
H -1.72 -1.58 1.77 0.074
H 2.12 -2.82 0.42 0.698
H 1.25 -2.12 -0.87 0.435
O 1.29 -0.81 2.81 -0.696
H 1.14 -1.74 2.48 0.462
H 2.50 1.33 3.25 0.787
H 3.66 2.65 1.50 0.340
H 3.78 2.03 -0.92 0.315
H 3.33 -0.38 -3.46 0.287
H 4.57 0.42 -2.41 0.449
```

As for the LUMO energy: -0.0521 eV. Its spin multiplicity is 1. For the relative energy (zero: lowest compared OMol25 entry of this formula, charge and spin), the calculation gives 1857.73 kJ/mol. As for the net charge: 0.

=====

[3]
C4H4O3 | ωB97M-V with the def2-TZVPD basis set

```
11
Properties=species:S:1:pos:R:3:mulliken_charge:R:1
C -1.71 0.20 -0.47 -1.074
C -0.34 -0.38 -0.40 0.755
O 0.12 -1.15 -1.21 -0.496
C 0.59 -0.10 0.78 0.443
O 0.23 -0.09 1.94 -0.492
C 2.06 0.08 0.38 0.011
O 2.36 0.82 -0.52 -0.414
H -2.30 -0.05 0.41 0.312
H -2.18 -0.20 -1.37 0.311
H -1.65 1.29 -0.54 0.302
H 2.83 -0.41 1.01 0.341
```

As for the LUMO energy: -0.7596 eV. Its spin multiplicity is 1. The structure (SMILES) is CC(=O)C(=O)C=O. For the relative energy (zero: lowest compared OMol25 entry of this formula, charge and spin), the calculation gives 124.72 kJ/mol. As for the net charge: 0.